(1)
{
  "formula": "C20H30IrN3O5P",
  "method": "ωB97M-V/def2-TZVPD",
  "gap_ev": [7.31, 4.44],
  "charge": 4,
  "de_lowest_ev": 0.000,
  "total_energy_ev": -48012.64754,
  "spin_multiplicity": 6,
  "s_squared": 8.786,
  "elements": ["N", "C", "C", "H", "H", "H", "N", "C", "C", "H", "H", "H", "N", "C", "C", "H", "H", "H", "Ir", "C", "O", "C", "O", "C", "C", "C", "C", "C", "C", "H", "H", "H", "H", "H", "H", "C", "C", "O", "P", "O", "C", "C", "O", "C", "C", "H", "H", "H", "H", "H", "H", "H", "H", "H", "H", "H", "H", "H", "H", "H"],
  "xyz": [[-0.058, -1.023, -1.366], [-0.684, -1.653, -2.136], [-1.480, -2.193, -3.191], [-2.551, -2.032, -2.979], [-1.272, -3.268, -3.244], [-1.206, -1.693, -4.135], [2.508, -0.575, -2.209], [3.559, -0.343, -2.673], [4.841, -0.060, -3.269], [5.418, -0.985, -3.382], [5.400, 0.646, -2.641], [4.685, 0.389, -4.258], [0.207, 2.668, -0.037], [0.250, 3.720, 0.451], [0.377, 5.073, 0.943], [1.043, 5.644, 0.282], [0.789, 5.056, 1.962], [-0.615, 5.544, 0.958], [0.337, 0.919, -0.948], [2.209, 1.220, -0.618], [3.293, 1.598, -0.446], [0.373, 1.284, -2.808], [0.445, 1.497, -3.951], [2.012, -3.554, 0.544], [1.213, -3.395, 1.675], [1.601, -2.516, 2.697], [2.862, -1.906, 2.641], [3.688, -2.119, 1.531], [3.282, -2.976, 0.503], [1.689, -4.212, -0.269], [0.256, -3.926, 1.766], [0.951, -2.364, 3.555], [3.206, -1.280, 3.475], [4.678, -1.643, 1.469], [3.944, -3.167, -0.338], [-1.404, 0.941, 4.070], [-0.841, 1.290, 2.720], [-1.457, 0.357, 1.752], [-1.652, 0.679, 0.194], [-2.647, -0.447, -0.331], [-3.184, -1.566, 0.471], [-2.148, -2.528, 0.975], [-2.480, 2.049, 0.220], [-3.237, 2.628, -0.888], [-3.058, 1.975, -2.232], [-2.496, 1.025, 4.070], [-1.011, 1.632, 4.812], [-1.125, -0.078, 4.359], [-1.075, 2.323, 2.435], [0.248, 1.150, 2.675], [-3.752, -1.121, 1.294], [-3.881, -2.058, -0.213], [-1.728, -2.196, 1.931], [-2.639, -3.490, 1.156], [-1.339, -2.701, 0.257], [-2.948, 3.683, -0.926], [-4.281, 2.586, -0.572], [-3.530, 0.988, -2.265], [-3.574, 2.604, -2.969], [-2.011, 1.899, -2.550]]
}



(2)
{
  "formula": "C2H6OS",
  "method": "ωB97M-V/def2-TZVPD",
  "smiles": "CC=O.S",
  "gap_ev": 10.50,
  "de_lowest_ev": 0.813,
  "total_energy_ev": -15052.61893,
  "elements": ["S", "H", "H", "O", "C", "C", "H", "H", "H", "H"],
  "xyz": [[0.479, 2.815, 1.242], [-0.027, 3.957, 0.793], [1.628, 3.235, 1.696], [-1.535, -2.591, -0.549], [-0.627, -1.837, -0.716], [0.742, -2.182, -1.424], [-0.774, -0.813, -0.242], [1.470, -1.397, -0.877], [0.812, -1.879, -2.568], [0.819, -3.297, -1.445]]
}



(3)
{
  "formula": "C4H7KN3OSbSe4",
  "method": "ωB97M-V/def2-TZVPD",
  "gap_ev": 2.47,
  "charge": -2,
  "total_energy_ev": -295030.03236,
  "elements": ["K", "Se", "Sb", "Se", "Se", "Se", "C", "N", "C", "C", "O", "N", "C", "N", "H", "H", "H", "H", "H", "H", "H"],
  "xyz": [[0.331, -2.474, -1.011], [1.179, -7.910, -0.435], [0.877, -5.803, 0.741], [2.748, -4.157, 0.128], [0.328, -6.076, 3.097], [-1.280, -4.794, -0.126], [-0.520, 3.817, 0.259], [-0.418, 2.466, -0.264], [0.027, 2.075, -1.693], [0.118, 0.549, -1.584], [0.412, -0.221, -2.485], [-0.212, 0.202, -0.272], [-0.384, 1.301, 0.428], [-0.396, 1.132, 1.793], [-1.131, 4.471, -0.343], [0.402, 4.301, 0.346], [-1.062, 3.722, 1.261], [0.969, 2.592, -1.831], [-0.565, 2.488, -2.491], [-0.913, 0.342, 2.121], [-0.510, 1.976, 2.361]]
}



(4)
{
  "formula": "C23H48ClNO13S3",
  "method": "ωB97M-V/def2-TZVPD",
  "gap_ev": 8.69,
  "total_energy_ev": -97752.65014,
  "elements": ["C", "C", "C", "N", "C", "C", "C", "C", "C", "H", "H", "H", "H", "H", "H", "H", "H", "H", "H", "H", "H", "H", "H", "H", "H", "H", "H", "Cl", "O", "O", "O", "O", "O", "S", "O", "O", "C", "C", "C", "H", "H", "H", "H", "H", "H", "H", "H", "O", "S", "O", "O", "C", "C", "C", "H", "H", "H", "H", "H", "H", "H", "H", "O", "S", "O", "O", "C", "C", "C", "H", "H", "H", "H", "H", "H", "H", "H", "C", "C", "C", "C", "C", "C", "H", "H", "H", "H", "H", "H"],
  "xyz": [[-2.234, 3.691, -1.278], [-2.500, 2.862, 0.035], [-1.488, 3.383, 1.150], [-1.160, 2.534, 2.326], [-2.447, 2.196, 3.076], [-0.199, 3.156, 3.292], [0.912, 2.229, 3.521], [0.495, 0.881, 2.925], [-0.662, 1.122, 1.928], [-2.729, 3.292, -2.164], [-1.194, 3.521, -1.557], [-2.465, 4.741, -1.102], [-2.422, 1.800, -0.201], [-3.504, 3.045, 0.419], [-1.900, 4.307, 1.557], [-0.537, 3.659, 0.694], [-2.141, 1.667, 3.979], [-2.977, 1.576, 2.353], [-3.005, 3.105, 3.297], [-0.705, 3.512, 4.189], [0.251, 4.054, 2.869], [1.308, 2.216, 4.536], [1.802, 2.597, 3.011], [0.164, 0.239, 3.741], [1.342, 0.383, 2.452], [-1.303, 0.248, 1.811], [-0.284, 1.292, 0.920], [1.029, -1.823, -0.825], [1.504, -1.075, -1.983], [2.084, -1.954, 0.154], [-0.139, -1.096, -0.356], [0.734, -3.179, -1.114], [3.972, 3.977, -0.954], [2.761, 3.548, -0.316], [2.194, 4.090, 0.935], [1.592, 3.577, -1.512], [1.723, 2.673, -2.597], [0.724, 3.179, -3.701], [2.849, 1.704, 0.039], [1.565, 1.640, -2.288], [2.770, 2.597, -2.892], [-0.202, 2.775, -3.292], [1.096, 2.571, -4.526], [0.646, 4.210, -4.045], [1.866, 1.236, 0.105], [3.406, 1.579, 0.967], [3.463, 1.292, -0.762], [-3.510, -0.240, -4.473], [-2.896, -1.563, -4.585], [-3.623, -2.827, -4.650], [-1.748, -1.507, -5.893], [-0.935, -0.414, -5.877], [0.378, -1.149, -6.078], [-1.685, -1.721, -3.300], [-0.909, 0.278, -5.035], [-1.160, 0.180, -6.763], [0.710, -1.667, -5.179], [1.100, -0.357, -6.279], [0.307, -1.821, -6.933], [-1.123, -2.637, -3.483], [-2.296, -1.696, -2.398], [-1.004, -0.872, -3.241], [4.649, 1.566, 3.590], [4.770, 0.111, 3.701], [5.378, -0.608, 4.809], [3.343, -0.525, 3.312], [3.067, -1.716, 3.979], [1.859, -2.468, 3.446], [5.596, -0.425, 2.103], [2.880, -1.406, 5.008], [3.948, -2.348, 3.869], [1.153, -1.824, 2.921], [1.379, -3.043, 4.237], [2.210, -3.226, 2.746], [5.531, -1.512, 2.134], [6.613, -0.077, 1.921], [5.002, 0.089, 1.346], [-2.609, -5.016, -0.305], [-3.828, -5.360, -0.850], [-4.943, -5.617, -0.073], [-4.900, -5.564, 1.298], [-3.673, -5.178, 1.897], [-2.529, -4.954, 1.068], [-1.695, -4.781, -0.831], [-3.918, -5.452, -1.922], [-5.936, -5.731, -0.480], [-5.805, -5.750, 1.857], [-3.600, -5.176, 2.974], [-1.596, -4.825, 1.597]]
}



(5)
{
  "formula": "C25H19N5O6S2Sc",
  "method": "ωB97M-V/def2-TZVPD",
  "gap_ev": 6.65,
  "charge": 1,
  "de_lowest_ev": 0.000,
  "total_energy_ev": -88340.96462,
  "elements": ["Sc", "C", "S", "C", "S", "N", "N", "C", "C", "C", "C", "C", "C", "N", "H", "H", "H", "H", "H", "H", "H", "H", "O", "C", "O", "C", "C", "C", "C", "C", "N", "C", "O", "O", "H", "H", "H", "H", "H", "O", "C", "O", "C", "C", "C", "C", "C", "C", "C", "C", "C", "N", "H", "H", "H", "H", "H", "H"],
  "xyz": [[-0.333, 0.584, -0.440], [5.314, 1.308, 1.274], [4.020, 2.552, 1.104], [2.751, 1.694, 0.277], [1.383, 2.649, -0.119], [2.930, 0.419, 0.037], [1.825, -0.170, -0.520], [2.038, -1.303, -1.068], [0.920, -2.017, -1.695], [1.107, -3.257, -2.280], [0.031, -3.882, -2.889], [-1.198, -3.244, -2.896], [-1.304, -2.010, -2.278], [-0.277, -1.399, -1.686], [5.993, 1.685, 2.036], [5.848, 1.181, 0.336], [4.887, 0.362, 1.593], [3.040, -1.722, -1.090], [2.086, -3.716, -2.258], [0.151, -4.852, -3.352], [-2.064, -3.689, -3.363], [-2.249, -1.487, -2.250], [-0.477, 2.787, -4.299], [-0.710, 2.018, -3.254], [0.141, 1.434, -2.620], [-2.150, 1.915, -2.858], [-3.207, 2.601, -3.433], [-4.462, 2.425, -2.872], [-4.606, 1.613, -1.753], [-3.481, 0.983, -1.250], [-2.293, 1.112, -1.820], [-3.407, 0.103, -0.026], [-4.416, 0.073, 0.823], [-2.425, -0.581, 0.153], [0.483, 2.841, -4.438], [-3.045, 3.253, -4.280], [-5.323, 2.928, -3.291], [-5.581, 1.481, -1.303], [-5.063, 0.769, 0.649], [-1.930, 2.997, 2.388], [-1.274, 2.228, 1.736], [-1.410, 1.982, 0.454], [-0.266, 1.321, 2.414], [0.272, 1.658, 3.665], [1.064, 0.740, 4.286], [1.252, -0.539, 3.706], [1.974, -1.571, 4.354], [2.085, -2.803, 3.779], [1.474, -3.060, 2.531], [0.785, -2.079, 1.878], [0.672, -0.794, 2.450], [-0.030, 0.183, 1.793], [0.051, 2.629, 4.082], [1.533, 0.963, 5.237], [2.420, -1.369, 5.319], [2.625, -3.593, 4.284], [1.542, -4.050, 2.098], [0.282, -2.282, 0.941]]
}



(6)
{
  "formula": "C5H9O3Pb",
  "method": "ωB97M-V/def2-TZVPD",
  "gap_ev": [6.33, 6.33],
  "charge": 1,
  "de_lowest_ev": 1.184,
  "total_energy_ev": -16709.48506,
  "elements": ["H", "O", "C", "H", "H", "C", "H", "C", "O", "Pb", "O", "C", "C", "H", "H", "H", "H", "H"],
  "xyz": [[-4.668, -0.605, -1.547], [-1.618, -0.891, -1.921], [-2.608, -0.248, -1.578], [-2.531, 0.438, -0.715], [-4.160, 0.700, -2.607], [-3.897, -0.319, -2.280], [-3.872, -1.014, -3.125], [2.379, -0.973, -0.377], [1.492, 0.024, 0.153], [0.347, -1.142, -1.228], [3.466, -0.901, 0.182], [2.348, 0.846, 1.237], [2.068, 0.371, 2.646], [1.867, 1.814, 1.046], [3.395, 1.134, 1.089], [0.991, 0.230, 2.809], [2.432, 1.120, 3.363], [2.568, -0.583, 2.855]]
}